Computed, not measured: a structure of composition C32H96AsF6N8O12 in a non-equilibrium geometry, with ωB97M-V/def2-TZVPD.

## Properties
- HOMO (alpha / beta) (eV) = -7.964 / -7.964
- spin multiplicity = 2
- calculated total energy (a.u.) = -5452.41130
- maximum force (eV Å⁻¹) = 3.2
- gap between HOMO and LUMO (alpha / beta) (eV) = 6.775 / 1.448

Last column: Löwdin charge in e.
CARTESIAN COORDINATES (ANGSTROEM)
As: 11.637 9.725 -9.377  1.002
F: 12.566 9.591 -10.911  -0.265
F: 13.163 9.541 -8.362  -0.267
F: 10.699 9.930 -7.842  -0.248
F: 10.113 9.977 -10.248  -0.266
F: 11.275 7.976 -9.319  -0.259
F: 11.918 11.484 -9.362  -0.242
O: 9.274 6.443 -8.506  -0.048
H: 9.153 5.661 -9.044  0.046
H: 10.059 6.860 -8.861  -0.012
O: 8.838 11.773 -8.864  -0.051
H: 9.361 11.125 -9.336  -0.053
H: 8.265 12.151 -9.531  0.023
O: 10.466 11.719 -6.053  -0.066
H: 10.829 12.507 -6.458  -0.034
H: 10.533 11.047 -6.732  -0.042
O: 7.953 8.699 -7.391  -0.052
H: 8.546 8.054 -7.775  -0.034
H: 7.105 8.517 -7.795  0.021
C: 15.225 6.582 -17.610  -0.059
C: 14.961 6.210 -16.117  -0.426
C: 14.256 7.357 -15.264  -0.163
O: 14.363 6.938 -13.872  -0.195
C: 13.979 8.010 -13.050  -0.135
N: 14.231 4.973 -16.013  0.047
H: 14.289 6.831 -18.111  0.071
H: 15.885 5.877 -18.115  0.074
H: 15.828 7.487 -17.678  0.064
H: 15.920 6.123 -15.606  0.135
H: 13.217 7.515 -15.554  0.116
H: 14.846 8.253 -15.459  0.118
H: 14.060 7.777 -11.988  0.059
H: 13.022 8.467 -13.304  0.070
H: 14.739 8.788 -13.128  0.086
H: 13.289 5.212 -16.286  0.072
H: 14.250 4.909 -15.006  0.038
C: 11.125 14.489 -8.683  -0.053
C: 12.316 14.149 -7.706  -0.406
C: 13.573 15.021 -8.035  -0.168
O: 14.715 14.682 -7.192  -0.195
C: 15.849 15.532 -7.328  -0.117
N: 11.793 14.346 -6.353  0.045
H: 11.290 13.991 -9.638  0.048
H: 11.016 15.574 -8.674  0.069
H: 10.140 14.129 -8.384  0.065
H: 12.594 13.100 -7.812  0.114
H: 13.283 16.065 -7.921  0.116
H: 13.849 14.920 -9.085  0.098
H: 16.163 15.605 -8.369  0.077
H: 16.743 15.086 -6.893  0.087
H: 15.718 16.538 -6.929  0.084
H: 11.555 15.328 -6.360  0.074
H: 12.661 14.339 -5.837  0.078
C: 12.145 8.566 -4.639  -0.039
C: 11.240 7.586 -5.417  -0.407
C: 11.924 6.282 -5.945  -0.224
O: 12.627 5.625 -4.933  -0.182
C: 13.626 4.732 -5.497  -0.079
N: 10.024 7.307 -4.650  0.048
H: 12.811 9.117 -5.304  0.069
H: 12.685 8.078 -3.828  0.069
H: 11.534 9.358 -4.206  0.075
H: 10.902 8.054 -6.342  0.097
H: 12.492 6.497 -6.850  0.095
H: 11.225 5.519 -6.288  0.114
H: 13.104 3.813 -5.764  0.081
H: 14.385 4.459 -4.764  0.082
H: 14.185 5.098 -6.358  0.064
H: 9.406 6.714 -5.184  0.063
H: 10.465 6.762 -3.922  0.063
C: 11.367 10.866 -14.738  -0.042
C: 11.560 11.896 -13.642  -0.450
C: 10.336 12.159 -12.742  -0.168
O: 9.217 12.755 -13.403  -0.211
C: 9.450 14.050 -13.741  -0.133
N: 12.753 11.509 -12.925  0.063
H: 12.288 10.572 -15.241  0.084
H: 10.656 11.280 -15.453  0.064
H: 10.920 10.021 -14.213  0.067
H: 11.886 12.881 -13.976  0.127
H: 10.687 12.691 -11.857  0.121
H: 10.108 11.200 -12.278  0.101
H: 8.625 14.428 -14.344  0.091
H: 10.296 14.182 -14.417  0.092
H: 9.477 14.618 -12.811  0.107
H: 12.492 10.671 -12.425  0.021
H: 13.006 12.075 -12.128  0.071
C: 18.593 7.870 -5.186  -0.062
C: 18.151 8.270 -6.586  -0.434
C: 16.920 7.486 -7.047  -0.217
O: 16.492 7.816 -8.342  -0.221
C: 15.301 7.021 -8.729  -0.053
N: 17.856 9.689 -6.670  0.049
H: 19.522 8.330 -4.850  0.075
H: 18.735 6.792 -5.106  0.073
H: 17.824 8.232 -4.504  0.079
H: 18.978 8.160 -7.287  0.137
H: 16.103 7.746 -6.374  0.132
H: 17.059 6.406 -7.006  0.121
H: 14.441 7.198 -8.082  0.071
H: 15.449 5.943 -8.668  0.073
H: 15.047 7.159 -9.780  0.068
H: 16.940 9.838 -6.272  0.063
H: 17.549 9.889 -7.612  0.010
C: 16.185 10.391 -10.768  -0.045
C: 16.492 11.034 -9.400  -0.384
C: 16.338 12.533 -9.320  -0.175
O: 16.790 13.242 -10.451  -0.205
C: 15.900 13.671 -11.404  -0.125
N: 15.635 10.393 -8.394  0.043
H: 16.900 10.850 -11.450  0.078
H: 15.155 10.468 -11.117  0.059
H: 16.444 9.333 -10.787  0.072
H: 17.546 10.831 -9.211  0.130
H: 16.872 13.089 -8.549  0.125
H: 15.307 12.830 -9.125  0.112
H: 16.518 14.398 -11.932  0.102
H: 14.999 14.111 -10.974  0.066
H: 15.501 12.768 -11.866  0.066
H: 15.780 9.400 -8.502  0.014
H: 14.684 10.455 -8.728  0.033
C: 13.112 5.149 -10.809  -0.045
C: 12.375 4.187 -11.801  -0.406
C: 13.291 3.197 -12.619  -0.160
O: 12.299 2.567 -13.456  -0.226
C: 12.717 1.587 -14.343  -0.116
N: 11.447 3.404 -11.000  0.038
H: 13.745 5.828 -11.381  0.040
H: 13.692 4.674 -10.018  0.076
H: 12.327 5.794 -10.416  0.065
H: 11.903 4.797 -12.571  0.128
H: 13.893 2.558 -11.974  0.127
H: 13.993 3.841 -13.149  0.101
H: 12.127 1.592 -15.260  0.090
H: 12.592 0.711 -13.706  0.090
H: 13.772 1.650 -14.610  0.087
H: 12.026 2.970 -10.296  0.068
H: 11.307 2.617 -11.618  0.052
C: 5.811 10.278 -13.659  0.013
C: 7.303 9.930 -13.892  -0.327
C: 7.625 8.464 -14.178  -0.142
O: 7.167 7.723 -13.029  -0.139
C: 8.223 7.326 -12.206  -0.086
N: 7.698 10.726 -15.030  0.335
H: 5.369 9.899 -12.737  0.113
H: 5.190 10.003 -14.511  0.095
H: 5.703 11.362 -13.636  0.090
H: 7.880 10.189 -13.005  0.151
H: 8.653 8.304 -14.504  0.133
H: 6.997 8.082 -14.983  0.138
H: 8.867 6.680 -12.803  0.097
H: 7.846 6.808 -11.324  0.100
H: 8.872 8.101 -11.799  0.083
H: 7.970 11.667 -14.784  0.118
H: 6.990 10.775 -15.749  0.149

Atoms 1-2, force components in eV/Å:
1.1 0.9 2.7
-1.0 -0.4 1.7